Here is C25H28AuCl5O2 as an isolated structure from OMol25. Energies are from ωB97M-V/def2-TZVPD.

The geometry in XYZ format:
```
61
Properties=species:S:1:pos:R:3:mulliken_charge:R:1
Au -0.3620 -2.2612 0.2117 0.761
Cl -6.1124 -5.5646 1.0638 -0.182
Cl -0.7386 -5.5742 1.2179 -0.112
Cl -3.4240 -6.9858 1.7180 -0.195
Cl -3.4229 -1.0750 -0.2546 -0.217
Cl -6.1013 -2.6144 0.0274 -0.184
O 0.2886 2.6926 1.1071 -0.457
O 0.6805 3.2652 -1.4581 -0.092
C -0.1080 3.7702 -2.5688 -0.551
C 0.9338 0.8204 -0.3222 0.906
C -4.6243 -3.4163 0.3478 -0.094
C 2.0883 -2.1713 -1.5092 -0.602
C -0.9173 2.1606 0.5063 -0.672
C -0.6893 -1.3140 2.2418 -0.665
C -4.6337 -4.7526 0.8075 0.350
C 0.0126 -2.5636 2.5557 -0.441
C 1.7717 -4.2125 -0.4861 -0.676
C 1.4079 1.9096 0.6404 0.023
C 2.7260 4.6233 -1.4900 -1.606
C 0.8599 5.2469 0.0392 -1.832
C -3.4149 -5.3971 1.0947 -0.196
C 0.7128 -2.5409 -1.7413 -0.675
C 1.3741 -2.2397 2.8546 -1.006
C 0.5376 -3.8772 -1.1422 -0.716
C 0.2627 -0.2596 2.4783 -0.798
C -2.1917 -3.3850 0.4593 -1.292
C 1.2320 4.5973 -1.2619 1.455
C 0.4322 5.1849 -2.4382 -0.929
C -3.3883 -2.7400 0.2055 0.772
C 2.6993 -3.1735 -0.7244 -0.599
C -0.5748 1.0840 -0.5291 1.108
C -2.1964 -4.7028 0.8889 1.032
C 1.5133 -0.8309 2.8003 -0.497
H 1.0396 6.3229 -0.0692 0.549
H 1.4873 0.8263 -1.2602 0.261
H 3.7519 -3.1964 -0.4446 0.438
H 0.0189 0.7973 2.5291 0.999
H -0.8044 1.4333 -1.5405 0.375
H -0.1873 5.0830 0.2874 0.337
H 3.2468 4.0324 -0.7331 0.289
H 3.0668 5.6605 -1.4014 0.427
H 2.1505 -2.9409 3.1597 0.438
H -1.7667 -1.1796 2.1990 0.751
H -1.1737 3.6679 -2.3354 0.327
H 2.9713 4.2627 -2.4928 0.360
H -1.1717 0.1812 -0.3352 -1.116
H 2.0910 2.6044 0.1369 -0.676
H 2.4210 -0.2691 3.0360 0.435
H 1.0638 5.5178 -3.2628 0.374
H 2.5824 -1.2931 -1.9248 0.463
H 1.4803 4.8783 0.8531 0.274
H -1.4670 3.0044 0.0501 0.287
H -0.2774 -4.5534 -1.3828 0.786
H 1.9754 -5.1306 0.0549 0.426
H -0.3017 5.9334 -2.1425 0.278
H 0.1506 3.2815 -3.5164 0.285
H -0.4662 -3.5149 2.7481 0.888
H 0.0390 -2.1047 -2.4767 0.647
H -1.5500 1.6955 1.2922 0.394
H 1.9379 1.4727 1.5019 0.369
H 1.0581 -0.1757 0.1298 -0.785
```

Its HOMO-LUMO gap (spin up / spin down) is 7.90 / 5.04 eV. Its expectation value of S² is 2.0237. The value obtained for the LUMO energy (spin up / spin down) is 0.557 / -2.472 eV. As for the HOMO energy (spin up / spin down): -7.340 / -7.516 eV. As for the relative energy (zero: lowest compared OMol25 entry of this formula, charge and spin): 0.438 eV. For the total energy, the calculation gives -3556.303731 hartree. Its spin multiplicity is 3.

=====

Here is C25H28BeO3SSbSe2 as an isolated structure from OMol25. Energies are from ωB97M-V/def2-TZVPD.

The geometry in XYZ format:
```
61
Properties=species:S:1:pos:R:3:mulliken_charge:R:1
Sb -1.3734 -0.7260 -0.8152 1.460
Se 0.7604 0.4526 3.9363 -0.302
Se 2.7167 0.3924 0.9117 -0.326
S -0.3562 -1.5372 1.0660 -0.580
O -1.1749 1.4020 0.0665 -0.866
O 6.1403 0.7689 3.2803 -0.582
O 4.7800 2.9029 4.4936 -0.597
C 1.0206 1.5387 -4.4273 -0.380
C 3.7088 0.8097 3.6608 1.952
C -0.3375 0.2610 -2.3694 0.416
C -0.3273 1.6028 0.9722 1.211
C -5.3195 0.8349 0.2970 -0.631
C -1.7782 -3.8628 -3.9484 -0.693
C 1.0457 0.1658 -2.4507 -0.547
C 2.6104 -0.1763 4.0918 -1.684
C 4.9644 -0.0417 3.4825 -1.100
C 1.7228 0.8089 -3.4788 -0.691
C 3.8997 1.8271 4.7944 -1.073
C -6.1457 0.4380 -0.7471 -0.398
C -3.9663 0.5307 0.2709 -0.449
C -1.0416 1.0023 -3.3134 -0.345
C -0.1044 3.0493 1.3115 -1.041
C -3.4314 -0.1871 -0.7945 0.391
C -5.6181 -0.2788 -1.8106 -0.693
C -2.1016 -3.7044 -1.1994 -0.600
C 3.3889 1.5474 2.3567 -1.488
C -2.3528 -4.8986 -1.8600 -0.628
C -4.2664 -0.6010 -1.8275 -0.318
C -1.6938 -2.5726 -1.9032 0.072
C -1.5305 -2.6672 -3.2823 -0.016
C -2.1938 -4.9794 -3.2380 -0.406
C -0.3628 1.6371 -4.3441 -0.584
Be 0.6535 0.3055 1.7416 -0.317
H -7.2007 0.6824 -0.7268 0.357
H 2.6376 2.3097 2.5572 0.530
H 4.2484 1.2914 5.6900 0.379
H 4.8073 -0.6971 2.6224 0.506
H -1.6411 -3.9204 -5.0216 0.383
H -0.8023 3.7122 0.7950 0.339
H 5.1221 -0.6575 4.3743 0.329
H -0.9129 2.2159 -5.0760 0.384
H -5.7286 1.3866 1.1342 0.375
H 1.5515 2.0411 -5.2265 0.364
H 0.9232 3.2911 1.0223 0.275
H 6.6119 0.4424 2.5128 0.322
H -2.3860 -5.9123 -3.7539 0.357
H -2.6667 -5.7701 -1.2981 0.370
H 2.6867 -1.0801 3.4875 0.505
H 5.5496 2.5107 4.0622 0.355
H -0.1544 3.1755 2.3951 0.301
H 4.2826 2.0537 1.9976 0.464
H -2.1200 1.0989 -3.2424 0.371
H -1.1974 -1.8054 -3.8507 0.337
H -3.3250 0.8507 1.0802 0.428
H -2.2055 -3.6554 -0.1208 0.341
H 1.6056 -0.3819 -1.7015 0.431
H -6.2573 -0.5982 -2.6245 0.378
H 2.7745 -0.4561 5.1352 0.493
H 2.8027 0.7474 -3.5248 0.399
H -3.8704 -1.1889 -2.6478 0.342
H 2.9288 2.2687 5.0254 0.419
```

Its HOMO-LUMO gap is 6.55 eV. The charge is -1. The value obtained for the LUMO energy is 2.497 eV. As for the HOMO energy: -4.052 eV. As for the relative energy (zero: lowest compared OMol25 entry of this formula, charge and spin): 0.000 eV. For the total energy, the calculation gives -6651.334736 hartree.

=====

Here is C25H28BrIN2O3PPd as an isolated structure from OMol25. Energies are from ωB97M-V/def2-TZVPD.

The geometry in XYZ format:
```
62
Properties=species:S:1:pos:R:3:mulliken_charge:R:1
I -2.5387 4.4647 2.7066 -0.435
Pd 0.3501 0.6473 -0.1720 -0.492
Br 2.5075 0.9701 -1.1600 -0.500
P 0.7796 -1.7248 0.4606 1.654
O -0.6204 -0.8184 -1.7057 -0.694
O -2.0340 -2.5186 -2.0175 -0.752
O -1.4208 0.7726 1.0480 -0.323
N -2.5390 2.1386 -2.8897 0.165
N -0.1878 1.1626 2.9395 -0.190
C -3.1555 3.4087 -3.1964 -0.985
C 3.2697 -2.3344 -0.5182 -0.146
C 3.7856 -3.8218 -2.3272 -0.464
C 0.5507 -2.8826 4.3748 -0.688
C -3.0937 1.5512 -1.6883 -0.711
C 4.2041 -2.9572 -1.3256 -0.717
C -1.3841 1.2116 2.2419 1.055
C -0.4429 3.0627 -1.8803 1.797
C -0.8642 -2.4061 0.0628 -1.121
C 0.0691 5.3159 -1.1562 -0.669
C 1.0847 -2.6367 2.0309 0.400
C 2.4341 -4.0680 -2.5055 -0.749
C 0.5007 3.4662 0.3046 0.185
C 1.4951 -3.4639 -1.6819 -0.325
C -0.3924 4.4351 -2.1203 -0.484
C 1.9080 -2.5933 -0.6803 0.321
C 0.4931 4.8323 0.0672 -0.729
C 0.0322 2.5889 -0.6602 -0.158
C 0.4067 -2.2097 3.1733 -0.182
C 2.0545 -4.4224 3.3285 -0.663
C -1.0771 2.1472 -2.9174 -1.353
C 1.3823 -3.9891 4.4601 -0.473
C -2.5151 1.6926 2.9085 -2.138
C 1.9070 -3.7569 2.1208 -0.516
C -1.2372 -1.8769 -1.3500 0.302
H -0.7007 4.8109 -3.0884 0.399
H 0.0964 6.3793 -1.3582 0.390
H -0.7375 1.1220 -2.7608 0.140
H 0.6467 1.1102 2.3712 0.133
H 0.4452 -3.6594 -1.8507 0.270
H 2.4338 -4.1197 1.2489 0.292
H 4.5067 -4.3014 -2.9766 0.377
H -2.9136 2.1582 -0.7888 0.350
H -3.4714 1.6184 2.4214 0.470
H 2.1010 -4.7352 -3.2904 0.411
H -1.5848 -2.0061 0.7804 0.552
H 5.2581 -2.7566 -1.1866 0.400
H -4.1721 1.4349 -1.8138 0.381
H 2.6999 -5.2901 3.3814 0.395
H 1.5089 -4.5063 5.4023 0.368
H -0.2361 -1.3401 3.1210 0.215
H -0.1126 1.7285 3.7687 0.225
H -2.4943 1.7738 3.9827 0.419
H -2.6554 0.5671 -1.5347 -0.031
H -0.8909 -3.4952 0.1050 0.537
H -0.7723 2.4610 -3.9203 0.605
H 0.8361 5.5084 0.8377 0.396
H -4.2262 3.2503 -3.3388 0.338
H -2.7358 3.8033 -4.1237 0.300
H 0.0088 -2.5415 5.2471 0.421
H 3.5964 -1.6302 0.2372 0.470
H -3.0313 4.1619 -2.4025 0.344
H 0.8855 3.1065 1.2539 0.209
```

Its HOMO-LUMO gap (spin up / spin down) is 6.19 / 5.70 eV. The charge is -1. Its expectation value of S² is 2.0121. The value obtained for the LUMO energy (spin up / spin down) is 1.903 / 0.289 eV. As for the HOMO energy (spin up / spin down): -4.289 / -5.415 eV. For the total energy, the calculation gives -4645.702841 hartree. Its spin multiplicity is 3.